(1)
Computed, not measured: a 2-piece molecular cluster, C5H14 overall in a non-equilibrium geometry, with wB97M-V/def2-TZVPD.

Positions of all 19 atoms, in Å:
C -1.996 -0.256 0.110
C -1.755 -0.827 1.489
C -0.275 -1.169 1.727
H -1.102 0.168 -0.334
H -2.847 0.417 0.005
H -2.280 -1.087 -0.553
H -2.285 -0.223 2.241
H -2.352 -1.723 1.692
H 0.392 -0.567 1.120
H 0.063 -1.138 2.756
H -0.185 -2.197 1.356
C 1.689 0.597 -1.025
C 2.145 1.573 -2.121
H 2.488 -0.088 -0.720
H 1.732 1.284 -0.170
H 0.760 0.094 -1.239
H 2.502 1.056 -3.034
H 3.014 2.161 -1.869
H 1.253 2.063 -2.504

The calculation puts the frontier orbital gap at 11.88 eV. As for the total energy: -5411.21055 eV. The SMILES is CCC.CC. The calculation puts the energy relative to the best compared isomer or geometry (same formula, charge and spin) at 19.3 kcal per mole.

Now the Löwdin charges, all in e: number 1, C, carries -0.12; number 2, C, carries -0.32; number 3, C, carries -0.10; number 4, H, carries 0.03; number 5, H, carries 0.07; number 6, H, carries 0.07; number 7, H, carries 0.09; number 8, H, carries 0.09; number 9, H, carries 0.03; number 10, H, carries 0.06; number 11, H, carries 0.08; number 12, C, carries -0.18; number 13, C, carries -0.17; number 14, H, carries 0.07; number 15, H, carries 0.07; number 16, H, carries 0.04; number 17, H, carries 0.06; number 18, H, carries 0.06; number 19, H, carries 0.06

(2)
Computed, not measured: a 2-piece molecular cluster, C5H14 overall in a non-equilibrium geometry, with wB97M-V/def2-TZVPD.

Positions of all 19 atoms, in Å:
C -1.719 1.406 2.267
C -1.245 0.766 0.881
C -0.944 -0.825 1.098
H -2.281 2.371 2.226
H -0.766 1.466 2.924
H -2.405 0.658 2.638
H -2.129 0.813 0.240
H -0.450 1.394 0.593
H -1.869 -1.372 1.212
H -0.550 -1.180 0.198
H -0.318 -1.026 1.893
C 1.202 -0.445 -2.511
C 2.523 -0.645 -1.629
H 0.985 0.618 -2.576
H 1.347 -1.007 -3.469
H 0.439 -1.227 -2.052
H 3.224 0.289 -1.679
H 2.993 -1.544 -1.672
H 1.962 -0.509 -0.580

The calculation puts the frontier orbital gap at 12.03 eV. As for the total energy: -5410.29871 eV. The SMILES is CCC.CC. The calculation puts the energy relative to the best compared isomer or geometry (same formula, charge and spin) at 40.4 kcal per mole.

Now the Löwdin charges, all in e: number 1, C, carries -0.14; number 2, C, carries -0.25; number 3, C, carries -0.08; number 4, H, carries 0.07; number 5, H, carries 0.09; number 6, H, carries 0.04; number 7, H, carries 0.09; number 8, H, carries 0.06; number 9, H, carries 0.06; number 10, H, carries 0.01; number 11, H, carries 0.04; number 12, C, carries -0.18; number 13, C, carries -0.17; number 14, H, carries 0.05; number 15, H, carries 0.05; number 16, H, carries 0.08; number 17, H, carries 0.09; number 18, H, carries 0.00; number 19, H, carries 0.08

Number 1: highest occupied orbital energy -0.396 hartree. Number 2: highest occupied orbital energy -0.402 hartree.